Entry i
Entry from OMol25: a single C18H32N2O6 molecule (ωB97M-V/def2-TZVPD).

As for the multiplicity: 1. Its total charge is 0. Its frontier orbital gap is 0.35343 Eh.

Each atom is followed by the atoms it is bonded to, with distances in Å.
CARTESIAN COORDINATES (ANGSTROEM)
1 C -5.47457 7.24977 4.22907  C2 1.513, H27 1.089, H28 1.090, H29 1.090
2 C -4.80618 8.14740 3.21058  C1 1.513, O3 1.429, H30 1.091, H31 1.091
3 O -3.63241 7.48102 2.74250  C2 1.429, C4 1.329
4 C -2.91017 8.10791 1.81983  O3 1.329, O5 1.195, C6 1.512
5 O -3.16731 9.19004 1.38204  C4 1.195
6 C -1.68381 7.34193 1.37676  C4 1.512, N7 1.444, H32 1.087, H33 1.092
7 N -1.66155 5.98444 1.86908  C6 1.444, C8 1.348, H34 1.005
8 C -1.05707 4.97321 1.21310  N7 1.348, O9 1.224, C10 1.521
9 O -0.47003 5.14185 0.15191  C8 1.224
10 C -1.15205 3.60013 1.86116  C8 1.521, C11 1.535, C26 1.536, H35 1.097
11 C 0.21298 3.07913 2.33270  C10 1.535, C12 1.534, H36 1.093, H37 1.095
12 C 1.37504 3.01869 1.33269  C11 1.534, C13 1.532, H38 1.092, H39 1.094
13 C 1.06807 2.50299 -0.07643  C12 1.532, N14 1.459, H40 1.086, H41 1.095
14 N -0.01931 1.53484 -0.16554  C13 1.459, C15 1.359, C25 1.455
15 C 0.07648 0.28068 0.34832  N14 1.359, O16 1.218, C17 1.538
16 O -0.89924 -0.34140 0.72852  C15 1.218
17 C 1.47162 -0.36446 0.39096  C15 1.538, O18 1.405, C19 1.527, H42 1.096
18 O 1.42941 -1.59360 1.07009  C17 1.405, H43 0.962
19 C 2.01214 -0.56930 -1.02205  C17 1.527, O20 1.413, C22 1.528, H44 1.099
20 O 3.41604 -0.72902 -1.04537  C19 1.413, C21 1.401
21 C 4.13641 0.45898 -0.86415  O20 1.401, H45 1.088, H46 1.097, H47 1.096
22 C 1.37895 -1.74162 -1.76948  C19 1.528, C23 1.527, C24 1.527, H48 1.095
23 C 2.00875 -3.08998 -1.42562  C22 1.527, H49 1.091, H50 1.089, H51 1.091
24 C 1.42214 -1.50363 -3.27768  C22 1.527, H52 1.092, H53 1.090, H54 1.093
25 C -1.33576 2.13987 -0.30136  N14 1.455, C26 1.523, H55 1.088, H56 1.093
26 C -1.96213 2.61790 1.00242  C10 1.536, C25 1.523, H57 1.091, H58 1.094
27 H -6.37740 7.72435 4.61127  C1 1.089
28 H -5.75602 6.29513 3.78407  C1 1.090
29 H -4.81236 7.05247 5.07243  C1 1.090
30 H -5.47431 8.34952 2.37244  C2 1.091
31 H -4.53494 9.10645 3.65408  C2 1.091
32 H -1.66414 7.35890 0.28993  C6 1.087
33 H -0.80787 7.89659 1.71941  C6 1.092
34 H -2.13798 5.80016 2.73489  N7 1.005
35 H -1.74559 3.71431 2.77647  C10 1.097
36 H 0.53473 3.67652 3.19007  C11 1.093
37 H 0.04414 2.08261 2.75372  C11 1.095
38 H 1.81939 4.01104 1.22848  C12 1.092
39 H 2.15853 2.39934 1.77857  C12 1.094
40 H 0.87921 3.31079 -0.77796  C13 1.086
41 H 1.98516 2.04359 -0.46003  C13 1.095
42 H 2.14013 0.30932 0.93839  C17 1.096
43 H 1.12340 -1.43435 1.96793  O18 0.962
44 H 1.77624 0.33723 -1.59660  C19 1.099
45 H 5.19414 0.22577 -0.96561  C21 1.088
46 H 3.87455 1.20485 -1.62489  C21 1.097
47 H 3.98106 0.89384 0.13014  C21 1.096
48 H 0.32740 -1.78616 -1.46692  C22 1.095
49 H 3.06145 -3.11575 -1.71008  C23 1.091
50 H 1.94866 -3.30459 -0.35967  C23 1.089
51 H 1.49742 -3.89644 -1.95387  C23 1.091
52 H 2.45298 -1.43147 -3.63202  C24 1.092
53 H 0.94129 -2.32296 -3.81251  C24 1.090
54 H 0.90505 -0.58141 -3.55434  C24 1.093
55 H -1.27690 2.92592 -1.05162  C25 1.088
56 H -2.00548 1.38626 -0.72417  C25 1.093
57 H -2.18405 1.73995 1.61113  C26 1.091
58 H -2.93639 3.05924 0.77110  C26 1.094



Entry ii
Entry from OMol25: a single C18H32N2O6 molecule (ωB97M-V/def2-TZVPD).

As for the multiplicity: 1. Its total charge is 0. Its frontier orbital gap is 0.35179 Eh.

Each atom is followed by the atoms it is bonded to, with distances in Å.
CARTESIAN COORDINATES (ANGSTROEM)
1 C -5.24966 4.58406 3.87270  C2 1.508, H27 1.090, H28 1.090, H29 1.090
2 C -4.69454 5.46321 2.78047  C1 1.508, O3 1.446, H30 1.090, H31 1.090
3 O -3.51012 4.81564 2.26327  C2 1.446, C4 1.342
4 C -2.88750 5.46314 1.26572  O3 1.342, O5 1.200, C6 1.512
5 O -3.24952 6.51843 0.82284  C4 1.200
6 C -1.63957 4.75092 0.79628  C4 1.512, N7 1.443, H32 1.089, H33 1.094
7 N -1.49528 3.41582 1.32311  C6 1.443, C8 1.359, H34 1.005
8 C -0.88761 2.43585 0.60464  N7 1.359, O9 1.222, C10 1.518
9 O -0.40519 2.65724 -0.49628  C8 1.222
10 C -0.86853 1.06626 1.25883  C8 1.518, C11 1.542, C26 1.539, H35 1.094
11 C 0.56203 0.60869 1.60880  C10 1.542, C12 1.532, H36 1.093, H37 1.094
12 C 1.66414 0.73003 0.55205  C11 1.532, C13 1.536, H38 1.091, H39 1.094
13 C 1.32839 0.15014 -0.83058  C12 1.536, N14 1.459, H40 1.087, H41 1.090
14 N 0.28381 -0.86840 -0.81697  C13 1.459, C15 1.364, C25 1.461
15 C 0.45139 -2.14595 -0.36803  N14 1.364, O16 1.217, C17 1.528
16 O -0.48954 -2.87633 -0.11860  C15 1.217
17 C 1.89111 -2.64669 -0.26878  C15 1.528, O18 1.407, C19 1.542, H42 1.095
18 O 1.93318 -3.70706 0.65483  C17 1.407, H43 0.965
19 C 2.42109 -3.06438 -1.65566  C17 1.542, O20 1.425, C22 1.531, H44 1.099
20 O 3.69094 -3.68418 -1.46764  C19 1.425, C21 1.412
21 C 4.76407 -2.76997 -1.38728  O20 1.412, H45 1.088, H46 1.095, H47 1.096
22 C 1.52688 -4.00157 -2.47227  C19 1.531, C23 1.527, C24 1.528, H48 1.094
23 C 1.29189 -5.36371 -1.82243  C22 1.527, H49 1.092, H50 1.087, H51 1.092
24 C 2.11839 -4.16329 -3.87211  C22 1.528, H52 1.091, H53 1.091, H54 1.093
25 C -1.08716 -0.37144 -0.90958  N14 1.461, C26 1.525, H55 1.089, H56 1.089
26 C -1.66665 0.03511 0.44146  C10 1.539, C25 1.525, H57 1.092, H58 1.094
27 H -6.14825 5.04106 4.28716  C1 1.090
28 H -5.51335 3.60050 3.48476  C1 1.090
29 H -4.52678 4.45937 4.67866  C1 1.090
30 H -5.39725 5.59717 1.95860  C2 1.090
31 H -4.41396 6.45135 3.14444  C2 1.090
32 H -1.65966 4.70247 -0.29150  C6 1.089
33 H -0.79493 5.39378 1.06251  C6 1.094
34 H -1.91633 3.20235 2.20989  N7 1.005
35 H -1.39346 1.14898 2.21530  C10 1.094
36 H 0.89495 1.17354 2.48383  C11 1.093
37 H 0.48553 -0.43297 1.93372  C11 1.094
38 H 1.94329 1.77609 0.41608  C12 1.091
39 H 2.54293 0.22545 0.96481  C12 1.094
40 H 0.95054 0.95256 -1.45951  C13 1.087
41 H 2.22861 -0.23558 -1.30830  C13 1.090
42 H 2.52325 -1.82943 0.09459  C17 1.095
43 H 2.81164 -4.09881 0.57335  O18 0.965
44 H 2.55811 -2.14913 -2.24866  C19 1.099
45 H 5.67609 -3.35182 -1.27139  C21 1.088
46 H 4.83554 -2.16942 -2.30028  C21 1.095
47 H 4.67030 -2.09297 -0.53065  C21 1.096
48 H 0.56096 -3.49553 -2.56317  C22 1.094
49 H 2.24223 -5.86215 -1.62157  C23 1.092
50 H 0.73932 -5.27048 -0.89097  C23 1.087
51 H 0.72221 -5.99658 -2.50567  C23 1.092
52 H 3.08815 -4.66089 -3.82198  C24 1.091
53 H 1.46051 -4.76944 -4.49609  C24 1.091
54 H 2.25465 -3.19799 -4.36554  C24 1.093
55 H -1.08052 0.47401 -1.59614  C25 1.089
56 H -1.70570 -1.16417 -1.32665  C25 1.089
57 H -1.75448 -0.86663 1.05115  C26 1.092
58 H -2.68065 0.41374 0.28047  C26 1.094



Need the numbers? Relative energies in kcal/mol: entry i 5.3; entry ii 0.0.



Entry i
Entry from OMol25: 2 unconnected molecules or ions with the total composition ClHIOPS (ωB97M-V/def2-TZVPD).

As for the multiplicity: 1. Its total charge is 0. Its frontier orbital gap (spin up / spin down) is 0.22748 / 0.22647 Eh.

Each atom is followed by the atoms it is bonded to, with distances in Å.
CARTESIAN COORDINATES (ANGSTROEM)
1 O -0.40422 -0.44930 -0.16937  P2 1.563, H6 0.987
2 P -1.73035 0.09128 -0.79564  O1 1.563, S3 1.980, I5 2.538
3 S -3.39459 -0.96782 -0.62671  P2 1.980
4 Cl -0.56610 2.35704 0.95332  no bonds
5 I -0.98416 0.84918 -3.09985  P2 2.538
6 H -0.16217 0.17301 0.55799  O1 0.987



Entry ii
Entry from OMol25: 2 unconnected molecules or ions with the total composition ClHIOPS (ωB97M-V/def2-TZVPD).

As for the multiplicity: 1. Its total charge is 0. Its frontier orbital gap (spin up / spin down) is 0.22168 / 0.22145 Eh.

Each atom is followed by the atoms it is bonded to, with distances in Å.
CARTESIAN COORDINATES (ANGSTROEM)
1 O 0.94275 0.67425 -0.26508  P2 1.574, H6 0.941
2 P -0.14249 -0.46018 -0.15456  O1 1.574, S3 1.991, I5 2.462
3 S 0.56377 -1.93238 0.98437  P2 1.991
4 Cl -1.64959 1.81867 1.26092  no bonds
5 I -0.84363 -0.88827 -2.47564  P2 2.462
6 H 1.12919 0.78791 0.64999  O1 0.941



Need the numbers? Relative energies in kcal/mol: entry i 0.0; entry ii 8.6.



Entry i
Entry from OMol25: 3 unconnected molecules or ions with the total composition C5H14O3 (ωB97M-V/def2-TZVPD).

As for the multiplicity: 1. Its total charge is 0. Its frontier orbital gap is 0.40983 Eh.

Each atom is followed by the atoms it is bonded to, with distances in Å.
CARTESIAN COORDINATES (ANGSTROEM)
1 C -0.55715 -0.81626 -1.44896  C3 1.497, O4 1.361, O6 1.235
2 C 0.95051 -1.66221 0.54255  H9 1.084, H10 1.085, H11 1.086, H21 1.174
3 C 0.29366 0.35277 -1.83827  C1 1.497, H12 1.090, H13 1.091, H14 1.088
4 O -0.46157 -1.94128 -2.20943  C1 1.361, O5 1.434
5 O 0.76567 -2.04300 -2.94429  O4 1.434, H7 0.963
6 O -1.56179 -0.76983 -0.73276  C1 1.235
7 H 0.71486 -2.95445 -3.25157  O5 0.963
8 H -1.55434 0.82938 1.15335  C15 1.089
9 H 1.41537 -0.74617 0.89020  C2 1.084
10 H 1.52293 -2.07011 -0.28374  C2 1.085
11 H 0.96345 -2.40423 1.33586  C2 1.086
12 H 1.33963 0.05528 -1.91923  C3 1.090
13 H -0.04479 0.70713 -2.81337  C3 1.091
14 H 0.17011 1.13974 -1.09783  C3 1.088
15 C -1.23776 1.33786 2.06247  H8 1.089, C16 1.524, H19 1.089, H20 1.089
16 C -0.09265 2.30435 1.78348  C15 1.524, H17 1.090, H18 1.090, H22 1.090
17 H 0.78534 1.77440 1.41416  C16 1.090
18 H -0.38159 3.04302 1.03624  C16 1.090
19 H -0.93722 0.58277 2.78796  C15 1.089
20 H -2.10083 1.86933 2.46086  C15 1.089
21 H -0.18800 -1.42604 0.38367  C2 1.174
22 H 0.19618 2.83754 2.68866  C16 1.090



Entry ii
Entry from OMol25: 4 unconnected molecules or ions with the total composition C5H14O3 (ωB97M-V/def2-TZVPD).

As for the multiplicity: 1. Its total charge is 0. Its frontier orbital gap is 0.16061 Eh.

Each atom is followed by the atoms it is bonded to, with distances in Å.
CARTESIAN COORDINATES (ANGSTROEM)
1 C 1.95131 -0.93346 -0.33791  C2 1.526, H7 1.090, H8 1.108, H9 1.104
2 C 0.69736 -1.70090 -0.74586  C1 1.526, C6 1.447, H10 1.093, H11 1.099
3 C -2.79611 -0.35835 -0.10485  C5 1.378, H12 1.081, H13 1.083
4 O -0.85409 0.53825 2.09141  H14 0.968, H21 0.962
5 C -1.64326 -1.08846 -0.29686  C3 1.378, C6 1.390, H15 1.085
6 C -0.44347 -0.83421 -0.95115  C2 1.447, C5 1.390, H16 1.098
7 H 2.52830 -0.41749 -1.10470  C1 1.090
8 H 1.79067 -0.19811 0.47464  C1 1.108
9 H 2.74531 -1.55682 0.10969  C1 1.104
10 H 0.99692 -2.41260 -1.51912  C2 1.093
11 H 0.50227 -2.30009 0.15488  C2 1.099
12 H -2.86867 0.66492 -0.44557  C3 1.081
13 H -3.66733 -0.83379 0.32818  C3 1.083
14 H -0.27832 0.12702 1.43126  O4 0.968
15 H -1.73872 -1.98590 0.30544  C5 1.085
16 H -0.26126 0.06022 -1.56072  C6 1.098
17 H 0.94614 1.65529 -0.43992  O19 1.012
18 H 0.96910 2.53870 -1.78801  O19 0.955
19 O 0.44078 1.93373 -1.27081  H17 1.012, H18 0.955
20 H 2.42354 1.76144 1.07393  O22 0.967
21 H -0.27897 1.25652 2.37279  O4 0.962
22 O 1.61264 1.23480 1.05369  H20 0.967



Need the numbers? Relative energies in kcal/mol: entry i 0.0; entry ii 43.5.